Molecular formula: C7H12BrN2
Method: DFT, the ωB97M-V functional and the def2-TZVPD basis

Geometry as XYZ:
```
22
Properties=species:S:1:pos:R:3:forces:R:3:mulliken_charge:R:1
H 3.123 -0.485 -1.971 0.272 -1.005 0.842 0.237
N 2.531 0.307 -1.889 -0.480 1.512 -1.281 -0.657
C 1.713 0.655 -1.020 -0.897 0.332 1.188 0.739
C 0.915 1.903 -1.094 0.004 -1.252 2.737 -0.754
C 0.195 2.328 -0.047 2.277 -4.390 0.270 -0.417
C -0.009 1.516 1.249 -2.327 1.807 -4.454 -0.891
N 0.023 0.069 0.816 2.137 0.974 1.407 -0.062
C -0.984 -0.522 -0.144 -2.813 0.570 2.565 -0.419
C -0.927 -2.033 -0.255 3.621 1.478 -0.969 -1.139
C 1.424 -0.112 0.281 1.130 2.459 0.942 -0.726
Br 2.841 0.313 1.720 -1.262 -0.291 -1.158 -0.014
H 0.987 2.515 -1.901 0.363 1.450 -2.459 0.609
H -0.241 3.210 -0.093 -2.086 4.082 -0.132 0.627
H 0.715 1.859 1.919 1.211 -0.583 1.409 0.412
H -0.994 1.814 1.575 -0.372 -0.530 0.483 0.512
H 0.010 -0.313 1.736 -0.181 -1.688 0.707 0.306
H -2.103 -0.166 0.161 2.876 -0.696 -0.441 0.385
H -0.715 -0.033 -0.990 0.150 1.280 -2.918 0.454
H -0.071 -2.436 -0.915 -1.448 0.793 0.828 0.283
H -0.733 -2.359 0.718 -0.304 -1.336 1.513 0.356
H -1.848 -2.245 -0.649 -2.116 -1.414 -0.774 0.434
H 1.655 -1.072 0.096 0.244 -3.553 -0.307 0.724
```
Positions in Å, forces in eV/Å.

**Energy above the lowest of the compared OMol25 structures with the same formula, charge and spin**: 194.8 kJ/mol
**Total charge**: +1
**Gap between HOMO and LUMO**: 9.592 eV
**SMILES**: [H]/N=C1/C=CC[N@@H+](CC)[C@@H]1Br
**E_HOMO**: -13.74 eV

=====

Molecular formula: C31H43BrIrNOPSe2SiTe2
Method: DFT, the ωB97M-V functional and the def2-TZVPD basis

Geometry as XYZ:
```
84
Properties=species:S:1:pos:R:3:forces:R:3:mulliken_charge:R:1
Ir 0.072 1.179 2.431 0.079 0.122 -0.169 0.606
O 0.400 2.829 4.809 -0.041 0.222 0.028 -0.365
N -0.466 2.634 3.759 0.217 -0.414 -0.087 0.612
C -1.406 3.491 3.788 -0.022 0.035 0.033 -0.714
C -2.571 3.590 2.931 -0.176 0.064 -0.109 1.126
C -3.504 4.551 3.345 0.037 -0.015 0.017 -1.039
C -4.725 4.685 2.716 -0.010 -0.023 -0.035 -0.754
C -5.039 3.842 1.660 0.017 0.029 0.041 -0.929
C -4.116 2.905 1.230 -0.023 -0.029 -0.089 -0.512
C -2.871 2.771 1.839 0.160 0.070 0.001 0.730
P -1.720 1.547 1.118 -0.333 0.095 0.213 0.051
C -2.630 -0.008 1.343 0.100 -0.021 0.022 0.614
C -3.288 -0.181 2.563 -0.040 0.004 0.029 -0.655
C -3.886 -1.392 2.872 -0.008 0.011 0.017 -0.880
C -3.829 -2.442 1.968 0.000 -0.005 0.007 -0.792
C -3.167 -2.282 0.758 0.002 -0.015 -0.023 -1.032
C -2.558 -1.077 0.449 -0.023 0.046 0.004 0.102
C -1.803 2.002 -0.638 0.051 0.002 -0.022 1.116
C -2.823 1.531 -1.470 0.083 -0.080 0.022 0.065
C -2.918 1.975 -2.778 -0.003 -0.008 -0.023 -1.002
C -2.004 2.895 -3.273 -0.007 0.013 -0.017 -0.671
C -1.000 3.380 -2.450 -0.013 0.009 0.017 -0.841
C -0.905 2.940 -1.139 -0.009 0.035 0.014 -0.702
H 0.749 1.926 4.997 0.055 -0.080 0.073 0.332
H -1.355 4.183 4.623 -0.016 -0.011 -0.022 0.380
H -3.259 5.187 4.186 -0.008 -0.006 -0.001 0.407
H -5.431 5.430 3.054 0.007 0.003 0.001 0.426
H -5.999 3.917 1.165 0.001 -0.006 0.004 0.477
H -4.378 2.263 0.400 0.012 0.033 0.014 0.380
H -3.344 0.637 3.273 -0.001 -0.018 -0.007 0.405
H -4.398 -1.514 3.817 0.007 0.001 -0.001 0.471
H -4.298 -3.387 2.206 -0.001 0.004 -0.004 0.417
H -3.117 -3.104 0.055 0.001 0.008 -0.001 0.516
H -2.021 -0.976 -0.483 -0.002 0.035 -0.052 0.529
H -3.543 0.811 -1.108 -0.009 -0.051 0.029 0.437
H -3.709 1.600 -3.414 0.000 -0.002 0.008 0.456
H -2.082 3.239 -4.296 0.004 -0.008 0.003 0.411
H -0.294 4.111 -2.822 0.003 -0.006 0.005 0.503
H -0.136 3.354 -0.505 0.080 0.012 0.068 0.474
Se 1.596 2.713 1.289 -0.467 -0.179 -0.409 -0.238
Te 3.244 2.693 3.125 0.378 0.130 0.381 -0.035
Te 3.227 0.066 3.793 0.000 -0.056 -0.167 0.033
Se 0.823 -0.210 4.455 -0.130 -0.117 0.142 -0.671
C 4.157 0.085 0.022 -0.048 0.028 0.041 -1.343
C 3.884 -1.334 -0.490 -0.038 -0.030 -0.003 2.635
C 4.788 -1.581 -1.714 -0.003 0.008 0.007 -1.791
C 4.289 -2.322 0.615 0.028 0.023 0.002 -2.020
Si 2.053 -1.601 -0.959 0.011 -0.125 0.062 -0.845
Br 0.738 -0.955 0.989 0.139 0.251 -0.101 -0.117
C 1.490 -3.440 -0.974 0.003 0.064 -0.045 2.451
C 2.420 -4.210 -1.932 -0.042 -0.064 -0.010 -1.749
C 0.052 -3.565 -1.499 0.003 0.031 0.028 -2.000
C 1.539 -4.153 0.389 0.054 0.005 0.011 -1.735
C 1.441 -0.556 -2.437 0.025 0.000 0.007 2.967
C -0.074 -0.339 -2.439 -0.018 -0.010 0.067 -1.540
C 2.083 0.839 -2.417 0.013 0.005 0.021 -2.012
C 1.827 -1.254 -3.755 -0.044 0.018 -0.001 -1.891
H 5.171 0.125 0.433 -0.005 -0.017 -0.005 0.598
H 3.468 0.367 0.816 -0.009 0.047 0.029 -0.206
H 4.095 0.837 -0.761 -0.001 0.004 -0.011 0.307
H 5.830 -1.486 -1.393 -0.004 -0.008 0.004 0.551
H 4.629 -0.843 -2.499 -0.019 0.007 -0.024 0.296
H 4.671 -2.576 -2.145 -0.006 0.021 0.000 0.318
H 5.297 -2.071 0.959 0.004 0.008 -0.019 0.594
H 4.319 -3.350 0.256 0.002 -0.001 -0.001 0.381
H 3.627 -2.273 1.480 -0.012 0.003 0.015 0.251
H 2.443 -3.791 -2.939 0.016 0.002 0.011 0.327
H 2.055 -5.238 -2.017 -0.004 0.008 -0.006 0.526
H 3.441 -4.265 -1.558 0.018 0.002 0.010 0.343
H -0.042 -3.252 -2.538 -0.008 0.003 0.005 0.308
H -0.654 -2.990 -0.893 0.006 -0.017 -0.009 0.142
H -0.251 -4.614 -1.449 0.006 -0.011 -0.003 0.703
H 2.554 -4.267 0.766 -0.070 0.018 0.014 0.317
H 1.127 -5.158 0.260 0.017 -0.016 -0.023 0.554
H 0.944 -3.656 1.153 -0.026 -0.002 -0.006 0.260
H -0.387 0.209 -1.553 0.020 -0.064 -0.025 -0.264
H -0.642 -1.264 -2.502 -0.023 -0.003 0.012 0.312
H -0.340 0.272 -3.307 0.005 -0.009 -0.008 0.655
H 1.935 1.349 -1.461 -0.011 0.001 0.000 0.175
H 1.617 1.452 -3.194 -0.004 -0.016 -0.020 0.586
H 3.151 0.805 -2.628 0.025 0.003 0.002 0.443
H 1.273 -2.181 -3.906 0.011 -0.002 -0.004 0.373
H 2.892 -1.474 -3.835 0.024 0.000 0.021 0.348
H 1.569 -0.587 -4.584 0.013 0.001 0.002 0.548
```
Positions in Å, forces in eV/Å.

**Energy above the lowest of the compared OMol25 structures with the same formula, charge and spin**: 3.4 kJ/mol
**Total charge**: +1
**Gap between HOMO and LUMO (alpha / beta)**: 5.659 / 5.660 eV
**E_HOMO (alpha / beta)**: -9.85 / -9.85 eV